[1]
Computed, not measured: 12 unconnected molecules or ions with the total composition C58H76O24 in a non-equilibrium geometry, with ωB97M-V/def2-TZVPD.

Output
Charge ... 0
SMILES ... O=C1C=CC(=O)C=C1.O=C1C=CC(=O)C=C1.O=C1C=CC(=O)C=C1.O=C1C=CC(=O)C=C1.O=C1C=CC(=O)C=C1.CCOC(C)=O.CCOC(C)=O.CCOC(C)=O.CCOC(C)=O.CCOC(C)=O.CCOC(C)=O.CCOC(C)=O

CARTESIAN COORDINATES (ANGSTROEM)
H (4.110, -3.090, 2.008)
C (4.181, -1.372, 0.666)
H (-3.192, -1.045, -3.965)
C (-1.671, 4.275, 7.729)
O (4.121, -0.156, -3.842)
H (-2.820, -2.025, -5.450)
H (-1.526, -1.743, -4.154)
O (3.239, -0.864, 1.251)
C (3.302, 3.760, -3.917)
C (0.809, -0.356, -3.059)
H (0.868, -0.987, -3.942)
C (0.563, -1.187, -1.789)
H (0.431, -0.832, 5.491)
O (-4.683, 0.893, -3.371)
H (-2.172, 1.164, -6.205)
C (-2.821, -3.332, -3.827)
H (-0.904, -0.898, 9.845)
H (-0.289, 0.711, 2.361)
H (-2.722, 4.197, 7.885)
C (-5.729, -0.202, 4.028)
C (-0.107, 0.778, 1.263)
C (6.560, -2.538, -0.468)
O (-4.540, -0.498, 4.602)
O (-1.439, 5.140, -2.011)
O (-0.535, 4.409, 5.597)
H (-2.838, 0.164, 0.529)
H (-1.547, 1.143, -4.562)
H (-1.774, -5.986, -1.080)
H (-5.993, 2.671, -2.200)
H (2.186, 2.056, -3.388)
H (-5.471, 3.549, -0.126)
C (3.617, -3.458, -3.677)
C (1.687, 5.063, -0.298)
H (-0.981, 2.623, -1.789)
H (-4.088, 7.211, 4.261)
O (1.951, -4.354, -0.454)
H (0.775, -3.644, 3.755)
H (3.501, -0.847, 5.827)
C (0.097, -1.005, 9.494)
O (3.308, 1.600, -4.931)
H (0.140, 6.565, -0.659)
C (0.104, -0.958, 8.033)
H (0.038, 0.374, -3.243)
H (4.172, 4.052, -4.406)
H (0.234, 2.785, -4.963)
H (1.071, 1.749, -1.022)
C (-1.277, 1.299, -5.602)
H (-1.151, -4.364, -1.010)
C (-5.055, 2.609, -0.410)
H (-1.180, 3.301, 7.864)
H (2.417, 5.722, 0.241)
H (4.538, 0.233, -0.800)
H (4.703, -0.717, -6.457)
O (-2.740, -4.323, -4.503)
C (-5.394, 2.112, -1.559)
C (-2.621, 5.726, -5.639)
H (-0.212, 2.953, -6.646)
O (-3.087, -3.309, -2.543)
H (6.245, -4.115, 0.998)
H (3.434, 0.440, -6.945)
C (3.825, 0.417, -4.884)
C (-3.925, 0.135, -1.268)
O (1.340, -0.990, 7.443)
H (1.816, 0.090, -2.995)
H (-1.141, -5.339, -2.503)
H (3.711, -6.779, 2.750)
C (4.505, -4.240, -3.173)
C (4.766, -2.655, 1.233)
C (-4.083, 6.102, 4.031)
C (5.860, -3.179, 0.669)
H (1.451, -5.678, -5.243)
O (-2.595, 5.239, 5.846)
C (4.870, -0.745, -0.399)
H (-3.719, -4.460, -0.982)
C (4.187, -5.704, -3.060)
C (1.167, -3.967, 1.719)
O (-0.916, -1.398, 0.405)
H (-7.185, -1.014, 5.272)
C (-3.492, 0.610, 4.527)
C (-3.117, -4.568, -1.872)
C (1.379, -4.133, 3.037)
H (-4.914, 5.715, 4.677)
C (-2.741, 5.346, 4.424)
C (-0.611, 2.675, -5.698)
C (-4.727, 0.994, -2.156)
H (-3.110, 5.593, -6.581)
H (5.475, -3.913, -2.838)
H (-1.193, 4.963, 8.450)
O (-0.303, 5.337, -5.790)
O (-5.971, 0.846, 3.441)
O (-0.965, -1.009, 7.430)
C (2.058, 3.662, -0.464)
O (3.060, 3.170, -0.106)
C (1.366, -1.131, 5.973)
C (3.180, -6.206, -4.057)
H (-0.378, -1.757, -1.712)
H (1.444, -2.217, 5.807)
O (0.560, -0.285, -0.682)
H (0.438, -1.991, 9.756)
H (-4.212, 6.065, 2.978)
H (-2.706, 4.341, 3.984)
H (-2.252, -0.326, 3.018)
C (3.733, -0.267, -6.197)
H (3.858, 2.023, -2.952)
C (0.999, 2.808, -1.129)
H (-7.604, -1.117, 3.542)
C (5.931, -1.328, -0.943)
O (-3.472, 2.461, 1.390)
H (3.186, 4.254, -2.867)
O (3.126, -4.829, 4.518)
H (-0.673, 0.468, -5.891)
H (-2.136, -0.955, 4.745)
H (-3.569, 1.117, 5.535)
C (2.050, -4.662, 0.709)
H (-6.329, -2.255, 4.342)
O (-1.583, 3.640, -5.334)
C (-2.618, -1.931, -4.344)
H (-1.912, 5.895, 3.971)
C (2.362, -3.886, -4.347)
H (-0.796, 1.553, 0.961)
C (0.506, 5.525, -0.659)
C (-4.001, 1.952, 0.408)
C (2.553, -0.423, 5.397)
H (3.796, -2.333, -3.716)
O (4.749, -6.500, -2.300)
H (-3.355, 5.437, -4.985)
O (1.553, -3.111, -4.739)
H (3.059, -7.286, -4.211)
H (2.530, -0.479, 4.310)
H (3.046, -1.134, -6.039)
H (3.527, -6.200, 0.392)
C (-0.444, 4.708, -1.493)
C (2.260, -5.383, -4.555)
H (2.646, 0.589, 5.785)
H (0.436, -3.219, 1.360)
H (0.867, 1.210, 1.037)
H (0.701, -0.256, 9.987)
C (3.063, -5.980, 2.465)
C (-6.780, -1.252, 4.250)
H (6.342, -0.874, -1.826)
C (-0.295, -0.392, 0.331)
C (-0.129, 3.292, -1.537)
H (1.252, -2.010, -1.592)
H (-1.419, 0.577, 4.288)
C (3.172, 2.266, -3.709)
O (7.517, -3.001, -1.037)
C (-3.610, 0.603, -0.061)
C (2.561, -5.007, 3.446)
H (2.465, 4.174, -4.402)
C (-2.265, -0.116, 4.116)
C (-1.491, 4.671, 6.266)
C (-1.376, 4.920, -5.624)
H (-3.885, 1.291, 3.816)
C (3.005, -5.668, 1.173)
H (-3.426, -0.724, -1.687)
H (-2.334, 6.749, -5.490)
H (-3.682, -5.308, -2.475)
C (-1.713, -5.040, -1.616)

=====

[2]
Computed, not measured: 17 unconnected molecules or ions with the total composition C58H77N17O8 in a non-equilibrium geometry, with ωB97M-V/def2-TZVPD.

Output
Charge ... 0

CARTESIAN COORDINATES (ANGSTROEM)
H (2.362, -4.399, 5.972)
H (8.823, -2.191, -0.251)
C (-2.806, -1.012, 0.421)
C (-0.383, 0.264, -2.393)
C (-1.042, -4.094, -0.508)
N (-6.919, 4.794, -5.656)
H (2.977, 0.082, -2.361)
H (-4.514, -1.544, 3.713)
H (0.973, 5.134, 0.323)
C (8.050, -3.284, 2.201)
H (8.548, -5.043, 1.122)
C (0.603, -2.147, -2.009)
O (2.708, 2.062, -3.115)
H (-10.204, 1.689, 1.904)
C (-3.911, -1.786, -7.316)
H (-1.076, 4.450, 0.396)
C (0.338, 1.502, -2.736)
H (1.049, 4.318, 6.859)
H (-4.584, 1.653, -7.549)
H (6.217, 0.381, 4.802)
O (-2.666, -1.841, -1.842)
C (7.782, -4.266, 1.151)
N (-1.016, 3.788, 4.508)
C (-6.107, 5.300, -5.020)
H (-8.301, -2.234, 4.403)
H (3.727, -4.918, -0.058)
H (10.051, -2.830, -1.330)
H (1.220, 2.076, -4.652)
C (0.719, 4.975, 6.053)
H (3.766, 1.047, -0.362)
C (4.278, 1.455, -1.269)
O (0.814, -3.655, 0.894)
H (0.299, 5.871, 6.512)
N (-2.847, -6.391, 0.597)
O (5.680, 1.176, -1.309)
C (3.689, -4.098, -0.778)
H (-2.764, 5.321, -1.963)
C (2.306, -3.310, 5.998)
C (3.553, 1.019, -2.603)
C (1.376, -1.350, -6.791)
N (8.260, -2.514, 3.027)
H (4.935, -0.811, 4.934)
O (-3.855, 2.407, 0.397)
C (-1.507, 0.287, -1.454)
C (1.495, 4.225, -0.084)
O (-2.507, -1.552, 3.465)
C (-1.175, 2.782, -1.170)
H (-4.213, 6.227, -4.821)
N (-12.178, -0.704, 2.589)
C (9.877, -2.128, -0.513)
C (6.763, 0.049, 9.917)
H (-13.052, -2.025, 0.542)
C (-2.341, -0.962, -1.073)
H (-2.845, -1.982, 0.974)
C (-3.297, 2.800, -6.312)
C (-0.253, 4.312, 5.189)
C (-1.889, 1.571, -0.821)
H (1.515, -3.040, 6.699)
H (-4.250, 3.274, -8.144)
C (-11.288, 1.618, 1.796)
H (5.635, -1.709, 10.274)
N (0.621, -0.496, -6.648)
H (4.699, -0.356, 9.655)
C (-3.656, 0.294, 2.475)
H (-3.618, 4.862, -0.262)
C (-2.739, -7.097, -0.302)
H (0.733, 2.605, 3.621)
H (-1.106, -4.167, -1.623)
C (6.401, 1.965, -0.368)
H (2.178, 2.246, 4.570)
H (-3.547, -8.485, -1.683)
H (5.768, -0.260, 6.373)
H (2.980, 5.989, -1.870)
N (10.558, 0.298, -1.181)
C (10.257, -0.770, -0.888)
C (5.666, -0.858, 9.592)
H (-4.712, 5.278, -3.427)
N (6.023, -3.687, -1.868)
H (-2.026, -0.839, -7.108)
H (-12.303, -3.581, 0.863)
H (-1.969, -3.577, -0.133)
C (1.596, 1.941, 3.688)
H (1.079, 3.266, 0.299)
O (0.574, -2.010, -0.615)
C (-1.637, 4.098, -0.504)
H (4.174, 2.576, -1.217)
N (-14.437, -4.092, -1.431)
H (4.373, 0.781, -3.333)
H (2.559, 4.310, 0.275)
H (-11.728, 2.431, 2.375)
H (2.938, -4.356, -1.525)
H (3.153, -2.140, -7.632)
C (-3.599, -1.062, 3.279)
H (-9.256, -0.890, 3.797)
H (6.823, -4.763, 1.301)
H (-5.448, 6.846, -3.732)
H (-5.347, 3.044, -6.789)
C (-7.185, -0.481, 3.990)
C (-3.164, 0.163, 0.996)
C (5.371, 0.061, 5.414)
C (-0.059, 2.792, -2.133)
H (10.448, -2.482, 0.347)
C (7.618, 2.729, -1.038)
C (-11.784, 0.318, 2.240)
C (2.403, 1.982, 2.477)
C (2.336, -2.435, -6.971)
H (1.865, -3.316, -7.408)
H (3.327, -3.216, -0.247)
C (4.996, -3.864, -1.385)
H (3.743, 4.357, -2.007)
H (6.851, 1.342, 0.459)
C (-12.652, -2.922, 0.068)
H (8.151, 3.381, -0.297)
N (3.619, 1.973, 5.692)
H (-0.957, -1.590, -3.424)
C (-2.602, -7.993, -1.446)
C (2.838, 4.948, -2.284)
H (2.704, 4.963, -3.396)
H (-2.927, 0.996, 2.977)
H (-2.525, -1.782, -5.712)
N (-4.715, -2.303, -7.953)
H (-3.271, -0.224, -6.032)
H (1.607, 5.277, 5.496)
N (-6.314, 0.236, 4.209)
H (-4.648, 0.810, 2.542)
C (-4.419, 2.687, -7.240)
H (-11.524, 1.798, 0.747)
H (-2.282, -7.454, -2.339)
C (-8.291, -1.391, 3.711)
H (7.754, -3.803, 0.165)
C (-0.015, -1.127, -3.015)
H (1.993, -2.975, 5.008)
H (-8.229, -1.802, 2.702)
N (-2.415, 2.892, -5.581)
C (1.532, 4.347, -1.642)
N (4.592, -2.256, 6.686)
C (-2.889, -1.129, -6.507)
H (5.760, -1.255, 8.581)
O (1.117, -3.139, -2.470)
C (-3.070, 1.515, 0.209)
N (7.626, 0.763, 10.173)
N (3.035, 2.008, 1.517)
C (0.178, -3.241, -0.033)
C (-5.073, 5.942, -4.213)
H (5.779, 2.749, 0.143)
H (1.836, 0.483, -4.092)
C (1.541, 1.503, -3.748)
N (0.568, 4.040, -2.450)
H (0.670, -1.042, -3.898)
H (1.218, 0.936, 3.884)
H (-1.057, -5.099, -0.025)
C (4.391, 1.130, 5.571)
C (-2.737, 4.824, -0.959)
C (3.585, -2.720, 6.384)
H (7.286, 3.400, -1.873)
H (8.363, 1.977, -1.397)
H (2.778, -2.739, -6.021)
H (-1.866, -8.775, -1.255)
H (-11.778, -2.621, -0.512)
C (-13.651, -3.577, -0.772)

=====

no.,energy (hartree)
1,-4061.22729
2,-3788.62032